Entry from the Open Molecules 2025 dataset: a 18-piece molecular cluster, C47H134N14O22 overall (the ωB97M-V functional and the def2-TZVPD basis).

Each atom is followed by the atoms it is bonded to, with distances in Å.
Atoms and positions in Å:
1 C -6.158 1.589 -0.094  C2 1.491, H4 1.116, H5 1.076, H6 1.112
2 C -6.963 2.416 0.850  C1 1.491, O3 1.427, H7 1.090, H8 1.086
3 O -7.562 1.653 1.896  C2 1.427, H9 0.958
4 H -6.811 0.918 -0.701  C1 1.116
5 H -5.312 1.047 0.292  C1 1.076
6 H -5.730 2.281 -0.852  C1 1.112
7 H -7.766 2.986 0.384  C2 1.090
8 H -6.330 3.153 1.333  C2 1.086
9 H -8.512 1.702 1.776  O3 0.958
10 C -0.994 -6.501 -2.633  C11 1.533, H13 1.059, H14 1.089, H15 1.081
11 C -0.052 -5.366 -3.050  C10 1.533, O12 1.449, H16 1.083, H17 1.127
12 O 1.355 -5.683 -2.910  C11 1.449, H18 0.995
13 H -1.976 -6.297 -2.971  C10 1.059
14 H -0.921 -6.725 -1.570  C10 1.089
15 H -0.708 -7.369 -3.210  C10 1.081
16 H -0.176 -4.427 -2.523  C11 1.083
17 H -0.299 -5.129 -4.124  C11 1.127
18 H 1.904 -5.043 -3.438  O12 0.995
19 C 2.867 -5.741 0.892  C20 1.496, H22 1.071, H23 1.086, H24 1.088
20 C 3.007 -7.017 0.124  C19 1.496, O21 1.484, H25 1.123, H26 1.096
21 O 3.839 -6.870 -1.097  C20 1.484, H27 0.987
22 H 3.833 -5.473 1.270  C19 1.071
23 H 2.125 -5.795 1.683  C19 1.086
24 H 2.557 -4.966 0.193  C19 1.088
25 H 1.981 -7.348 -0.188  C20 1.123
26 H 3.446 -7.881 0.636  C20 1.096
27 H 3.324 -6.654 -1.911  O21 0.987
28 C -4.088 3.733 6.242  C29 1.543, H31 1.063, H32 1.094, H33 1.062
29 C -2.664 4.151 6.663  C28 1.543, O30 1.432, H34 1.083, H35 1.101
30 O -1.650 3.343 6.054  C29 1.432, H36 0.960
31 H -4.279 2.732 6.544  C28 1.063
32 H -4.035 3.605 5.156  C28 1.094
33 H -4.809 4.424 6.599  C28 1.062
34 H -2.517 4.092 7.734  C29 1.083
35 H -2.458 5.205 6.417  C29 1.101
36 H -1.332 3.909 5.347  O30 0.960
37 C -1.385 -1.962 5.990  C38 1.560, H40 1.143, H41 1.083, H42 1.080
38 C -1.071 -0.495 6.417  C37 1.560, O39 1.380, H43 1.113, H44 1.065
39 O -2.137 0.282 6.010  C38 1.380, H45 0.974
40 H -2.317 -2.382 6.504  C37 1.143
41 H -0.560 -2.567 6.346  C37 1.083
42 H -1.419 -2.027 4.913  C37 1.080
43 H -0.104 -0.303 5.899  C38 1.113
44 H -0.809 -0.475 7.449  C38 1.065
45 H -2.023 1.199 6.319  O39 0.974
46 C 2.830 4.299 2.018  C47 1.481, H49 1.124, H50 1.125, H51 1.086
47 C 4.308 4.330 2.103  C46 1.481, O48 1.441, H52 1.068, H53 1.081
48 O 4.774 4.801 0.824  C47 1.441, H54 0.993
49 H 2.467 3.646 1.178  C46 1.124
50 H 2.376 5.326 1.943  C46 1.125
51 H 2.401 3.897 2.930  C46 1.086
52 H 4.607 3.356 2.423  C47 1.068
53 H 4.794 4.953 2.841  C47 1.081
54 H 5.122 4.058 0.265  O48 0.993
55 C 4.729 -3.797 -3.541  C56 1.494, H58 1.069, H59 1.092, H60 1.089
56 C 3.578 -2.900 -3.861  C55 1.494, O57 1.406, H61 1.036, H62 1.120
57 O 2.536 -3.640 -4.448  C56 1.406, H63 0.974
58 H 5.567 -3.206 -3.241  C55 1.069
59 H 4.980 -4.383 -4.426  C55 1.092
60 H 4.613 -4.469 -2.692  C55 1.089
61 H 3.873 -2.238 -4.601  C56 1.036
62 H 3.239 -2.231 -3.028  C56 1.120
63 H 1.892 -3.016 -4.828  O57 0.974
64 C -0.202 6.937 2.975  C65 1.478, H67 1.081, H68 1.072, H69 1.088
65 C -0.442 5.486 2.831  C64 1.478, O66 1.466, H70 1.083, H71 1.074
66 O -1.571 5.075 3.671  C65 1.466, H72 0.988
67 H -0.048 7.201 4.012  C64 1.081
68 H -1.075 7.374 2.533  C64 1.072
69 H 0.607 7.174 2.288  C64 1.088
70 H 0.407 4.834 2.994  C65 1.083
71 H -0.741 5.416 1.802  C65 1.074
72 H -1.692 4.139 3.380  O66 0.988
73 C -0.282 0.274 -5.689  C74 1.541, H76 1.079, H77 1.033, H78 1.090
74 C 0.194 -0.838 -4.735  C73 1.541, O75 1.478, H79 1.065, H80 1.100
75 O 0.531 -2.030 -5.541  C74 1.478, H81 0.996
76 H -0.691 1.046 -5.056  C73 1.079
77 H -0.954 -0.144 -6.353  C73 1.033
78 H 0.615 0.677 -6.159  C73 1.090
79 H -0.516 -0.939 -3.947  C74 1.065
80 H 1.092 -0.465 -4.220  C74 1.100
81 H -0.259 -2.632 -5.619  O75 0.996
82 C -2.994 -0.633 -2.165  O83 1.243, N84 1.327, N85 1.366
83 O -3.294 -0.479 -3.362  C82 1.243
84 N -1.745 -0.441 -1.758  C82 1.327, H86 1.016, H87 1.021
85 N -3.933 -0.916 -1.215  C82 1.366, H88 1.013, H89 1.032
86 H -1.247 0.144 -2.422  N84 1.016
87 H -1.472 -0.179 -0.809  N84 1.021
88 H -4.906 -0.970 -1.492  N85 1.013
89 H -3.624 -1.195 -0.271  N85 1.032
90 C -2.077 -2.772 1.131  O91 1.206, N92 1.408, N93 1.361
91 O -2.368 -1.620 1.336  C90 1.206
92 N -0.769 -3.250 1.338  C90 1.408, H94 1.029, H95 1.001
93 N -2.939 -3.616 0.500  C90 1.361, H96 1.026, H97 1.031
94 H -0.620 -4.098 0.775  N92 1.029
95 H -0.052 -2.563 1.213  N92 1.001
96 H -2.702 -4.612 0.434  N93 1.026
97 H -3.928 -3.367 0.657  N93 1.031
98 C -5.881 -1.919 1.614  O99 1.249, N100 1.361, N101 1.313
99 O -5.406 -2.733 0.794  C98 1.249
100 N -7.197 -1.572 1.626  C98 1.361, H102 1.009, H103 0.989
101 N -5.179 -1.202 2.459  C98 1.313, H104 1.002, H105 0.997
102 H -7.399 -0.607 1.842  N100 1.009
103 H -7.585 -1.794 0.744  N100 0.989
104 H -5.569 -0.502 3.062  N101 1.002
105 H -4.205 -1.414 2.480  N101 0.997
106 C -0.421 2.842 -2.307  O107 1.211, N108 1.362, N109 1.400
107 O -0.209 1.785 -2.858  C106 1.211
108 N -0.488 2.940 -0.950  C106 1.362, H110 0.966, H111 1.019
109 N -0.531 4.105 -2.901  C106 1.400, H112 1.033, H113 0.991
110 H -0.770 3.669 -0.383  N108 0.966
111 H -0.524 2.075 -0.412  N108 1.019
112 H -0.831 4.109 -3.889  N109 1.033
113 H -0.739 4.957 -2.441  N109 0.991
114 C -4.359 2.587 -4.299  O115 1.219, N116 1.412, N117 1.326
115 O -4.541 3.763 -4.565  C114 1.219
116 N -3.582 2.219 -3.179  C114 1.412, H118 0.991, H119 0.979
117 N -4.949 1.515 -4.808  C114 1.326, H120 1.014, H121 0.981
118 H -3.009 2.967 -2.873  N116 0.991
119 H -3.237 1.305 -3.114  N116 0.979
120 H -4.668 0.623 -4.416  N117 1.014
121 H -5.498 1.547 -5.621  N117 0.981
122 C 3.842 5.751 6.837  O123 1.498, H131 1.102, H132 1.076, H133 1.093
123 O 3.161 4.433 6.623  C122 1.498, C124 1.396
124 C 2.054 4.323 5.779  O123 1.396, C125 1.486, H134 1.103, H135 1.086
125 C 1.794 2.861 5.742  C124 1.486, N126 1.467, H136 1.106, H137 1.092
126 N 2.842 2.159 4.992  C125 1.467, C127 1.437, H138 1.036
127 C 2.644 0.742 5.120  N126 1.437, C128 1.535, H139 1.138, H140 1.165
128 C 3.577 -0.169 4.309  C127 1.535, O129 1.388, H141 1.134, H142 1.120
129 O 3.055 -1.451 4.220  C128 1.388, C130 1.372
130 C 3.884 -2.169 3.396  O129 1.372, H143 1.128, H144 1.141, H145 1.052
131 H 3.816 6.193 5.828  C122 1.102
132 H 4.840 5.453 7.104  C122 1.076
133 H 3.252 6.270 7.598  C122 1.093
134 H 2.355 4.579 4.749  C124 1.103
135 H 1.194 4.828 6.210  C124 1.086
136 H 0.809 2.766 5.248  C125 1.106
137 H 1.564 2.436 6.721  C125 1.092
138 H 3.720 2.442 5.463  N126 1.036
139 H 1.634 0.490 4.660  C127 1.138
140 H 2.546 0.477 6.250  C127 1.165
141 H 4.616 -0.140 4.764  C128 1.134
142 H 3.626 0.297 3.291  C128 1.120
143 H 4.714 -2.696 3.948  C130 1.128
144 H 4.381 -1.573 2.559  C130 1.141
145 H 3.296 -2.828 2.825  C130 1.052
146 C 1.329 -6.726 -6.874  O147 1.420, H155 1.091, H156 1.109, H157 1.093
147 O 0.082 -6.049 -6.862  C146 1.420, C148 1.367
148 C 0.146 -4.881 -7.570  O147 1.367, C149 1.568, H158 1.152, H159 1.084
149 C -1.233 -4.136 -7.601  C148 1.568, N150 1.456, H160 1.095, H161 1.106
150 N -1.693 -3.924 -6.236  C149 1.456, C151 1.401, H162 1.036
151 C -3.045 -3.611 -6.049  N150 1.401, C152 1.534, H163 1.061, H164 1.112
152 C -3.460 -3.367 -4.592  C151 1.534, O153 1.448, H165 1.085, H166 1.127
153 O -3.746 -4.680 -4.053  C152 1.448, C154 1.392
154 C -4.327 -4.856 -2.801  O153 1.392, H167 1.093, H168 1.089, H169 1.108
155 H 2.118 -6.082 -6.481  C146 1.091
156 H 1.568 -7.029 -7.913  C146 1.109
157 H 1.190 -7.594 -6.224  C146 1.093
158 H 0.555 -5.071 -8.630  C148 1.152
159 H 0.924 -4.221 -7.203  C148 1.084
160 H -1.912 -4.675 -8.270  C149 1.095
161 H -1.088 -3.129 -8.035  C149 1.106
162 H -1.444 -4.780 -5.709  N150 1.036
163 H -3.733 -4.272 -6.514  C151 1.061
164 H -3.212 -2.686 -6.644  C151 1.112
165 H -4.280 -2.660 -4.519  C152 1.085
166 H -2.581 -2.895 -4.067  C152 1.127
167 H -3.686 -4.733 -1.924  C154 1.093
168 H -4.762 -5.853 -2.835  C154 1.089
169 H -5.176 -4.154 -2.689  C154 1.108
170 C 7.301 -0.238 1.368  O171 1.426, H179 1.133, H180 1.068, H181 1.059
171 O 5.932 0.133 1.222  C170 1.426, C172 1.403
172 C 5.650 1.343 0.570  O171 1.403, C173 1.539, H182 1.042, H183 1.077
173 C 6.051 1.545 -0.902  C172 1.539, N174 1.484, H184 1.085, H185 1.071
174 N 5.298 2.717 -1.413  C173 1.484, C175 1.498, H186 1.007
175 C 3.938 2.251 -1.830  N174 1.498, C176 1.516, H187 1.160, H188 1.126
176 C 3.085 3.411 -2.305  C175 1.516, O177 1.416, H189 1.096, H190 1.092
177 O 3.720 4.027 -3.411  C176 1.416, C178 1.432
178 C 3.313 5.386 -3.606  O177 1.432, H191 1.098, H192 1.102, H193 1.066
179 H 7.761 0.519 2.074  C170 1.133
180 H 7.806 -0.115 0.434  C170 1.068
181 H 7.287 -1.151 1.904  C170 1.059
182 H 5.917 2.129 1.200  C172 1.042
183 H 4.576 1.348 0.654  C172 1.077
184 H 5.740 0.591 -1.312  C173 1.085
185 H 7.069 1.771 -1.150  C173 1.071
186 H 5.754 3.167 -2.189  N174 1.007
187 H 3.436 1.655 -0.970  C175 1.160
188 H 4.048 1.572 -2.722  C175 1.126
189 H 3.011 4.229 -1.580  C176 1.096
190 H 2.056 3.134 -2.544  C176 1.092
191 H 3.451 5.998 -2.704  C178 1.098
192 H 2.227 5.428 -3.784  C178 1.102
193 H 3.918 5.735 -4.412  C178 1.066
194 C 1.489 -1.817 -1.125  O195 1.443, H203 1.077, H204 1.101, H205 1.093
195 O 1.232 -1.220 0.163  C194 1.443, C196 1.422
196 C 1.605 0.153 0.176  O195 1.422, C197 1.536, H206 1.087, H207 1.081
197 C 1.034 0.643 1.515  C196 1.536, N198 1.468, H208 1.132, H209 1.058
198 N -0.423 0.814 1.451  C197 1.468, C199 1.504, H210 1.049
199 C -0.877 1.007 2.873  N198 1.504, C200 1.582, H211 1.112, H212 1.099
200 C -2.361 1.551 2.809  C199 1.582, O201 1.390, H213 1.103, H214 1.151
201 O -2.371 2.857 2.336  C200 1.390, C202 1.457
202 C -3.668 3.337 1.877  O201 1.457, H215 1.144, H216 1.081, H217 1.110
203 H 1.050 -2.800 -1.170  C194 1.077
204 H 2.562 -1.925 -1.343  C194 1.101
205 H 0.996 -1.164 -1.850  C194 1.093
206 H 1.237 0.696 -0.691  C196 1.087
207 H 2.676 0.291 0.131  C196 1.081
208 H 1.462 1.656 1.783  C197 1.132
209 H 1.354 -0.040 2.257  C197 1.058
210 H -0.896 -0.083 1.184  N198 1.049
211 H -0.171 1.748 3.308  C199 1.112
212 H -0.906 0.035 3.384  C199 1.099
213 H -2.856 1.297 3.762  C200 1.103
214 H -2.844 0.767 2.119  C200 1.151
215 H -4.034 2.517 1.169  C202 1.144
216 H -3.500 4.319 1.459  C202 1.081
217 H -4.408 3.374 2.704  C202 1.110

Calculated values
HOMO energy, eV: -9.07
Maximum force, eV/Å: 3.61
Calculated total energy, eV: -116815.4570